{
  "formula": "C5H12N2O",
  "method": "ωB97M-V/def2-TZVPD",
  "lumo_energy_ev": 0.9,
  "de_lowest_ev": 3.848,
  "smiles": "[H]/N=C(/C)ON.C=CC",
  "orbital_gap_ev": 10.37,
  "e_homo_ev": -9.459,
  "total_charge": 0,
  "elements": ["C", "C", "N", "C", "O", "H", "H", "H", "H", "H", "H", "H", "C", "C", "N", "H", "H", "H", "H", "H"],
  "positions_angstrom": [[-2.26817, 0.12615, -1.53021], [-1.33983, 1.09601, -0.87689], [-0.10088, -2.02143, 0.89191], [-1.65374, 1.79478, 0.22093], [0.54908, -0.74835, 1.21150], [0.37462, -2.68342, 1.49989], [0.13263, -2.17154, -0.08930], [-2.88193, 0.63696, -2.27777], [-2.92314, -0.36231, -0.80171], [-1.69394, -0.65648, -2.03626], [-2.62863, 1.70480, 0.69055], [-0.94137, 2.47712, 0.67277], [2.27361, 0.80074, 0.65181], [1.78540, -0.61056, 0.64584], [2.48700, -1.58634, 0.17426], [1.98787, -2.46355, 0.32407], [-0.35469, 1.21172, -1.32125], [3.06918, 0.90753, 1.39329], [2.66255, 1.05465, -0.33844], [1.46435, 1.49354, 0.89501]],
  "forces_ev_per_a": [[0.0, -0.3, -0.1], [-0.2, 0.5, 1.0], [0.2, 1.4, 0.7], [0.4, -0.3, -0.7], [-0.6, -0.6, -0.6], [0.0, -0.3, -0.3], [0.0, -0.3, 0.2], [0.0, -0.2, 0.0], [0.0, 0.2, -0.1], [-0.2, 0.1, 0.0], [0.1, -0.1, 0.0], [-0.1, 0.0, 0.0], [-0.2, 0.3, 0.1], [1.0, -1.7, -0.5], [-0.8, 1.4, 0.5], [0.3, 0.1, -0.1], [0.0, 0.1, 0.0], [0.0, 0.0, -0.2], [0.1, -0.1, 0.2], [0.1, -0.1, 0.0]]
}